No. 1
39
Properties=species:S:1:pos:R:3:forces:R:3 method="wB97M-V/def2-TZVPD" homo_energy_ev="0.151 / -4.188" charge=-1 multiplicity=2 s2=0.7530
Zn 0.6605 0.0570 -0.3743 -0.58 1.24 0.29
O 1.1070 1.7890 0.3919 0.74 1.11 0.68
H 1.4811 2.6901 0.3408 -0.37 -1.19 -0.27
O 1.7115 -1.2189 -1.2177 1.20 -1.50 -1.05
H 2.3212 -1.7088 -1.8031 -0.83 0.92 0.73
C 1.1709 0.7113 3.5818 0.61 0.23 -1.67
O 0.8661 -0.7012 3.6096 -0.24 -0.02 2.20
C 0.7258 -1.4217 2.5220 -0.12 1.05 -1.84
O 0.7277 -0.9261 1.4110 0.31 -1.94 1.85
O 0.5851 -2.7188 2.8656 -0.13 -0.57 -0.68
C 0.4024 -3.7759 1.8390 0.88 0.62 0.39
H 1.5392 1.0859 4.5369 -0.14 -0.81 0.20
H 0.3731 1.3711 3.2407 -0.44 -0.61 0.04
H 1.9354 0.8424 2.8159 0.11 0.18 0.03
H -0.6511 -3.9722 1.6402 0.13 0.45 -0.06
H 0.8624 -4.6854 2.2255 -0.21 0.14 0.67
H 1.0071 -3.6006 0.9492 -0.50 0.75 -0.19
C -0.3903 -0.4440 -4.4766 -2.72 -0.13 -0.09
O 0.5534 0.5598 -4.4531 1.72 -0.20 -0.48
C 0.8001 1.1694 -3.3192 -2.08 -0.34 3.76
O 0.1987 0.9805 -2.2208 1.90 1.03 -4.72
O 1.7144 2.0685 -3.6110 1.06 0.84 0.35
C 2.3040 2.8278 -2.5600 0.44 0.53 1.46
H -0.2803 -1.3508 -3.8818 0.87 0.27 0.16
H -0.5636 -0.6797 -5.5266 0.21 -0.13 0.07
H -1.2846 0.0570 -4.1060 -0.54 -0.53 0.04
H 1.6253 3.5448 -2.0979 -0.45 -0.31 -0.17
H 3.1656 3.4213 -2.8658 -0.20 -0.24 -1.11
H 2.7196 2.2314 -1.7479 -0.56 -0.55 -0.07
C -3.4942 -0.7783 0.7637 1.90 -0.16 -0.45
C -2.2884 0.1926 0.8171 -3.52 -0.19 2.86
O -1.3078 0.0744 0.0717 2.69 -1.13 -3.35
C -2.3014 1.2011 1.8863 0.64 0.48 0.55
H -4.1070 -0.9553 1.6475 -0.45 1.11 0.06
H -3.0991 -1.7910 0.6825 0.45 -0.51 -0.57
H -4.0034 -0.5844 -0.1804 -0.86 -0.18 0.07
H -3.1191 1.9114 1.7645 -0.25 0.36 0.34
H -1.3545 1.7381 1.9434 0.05 0.33 -0.73
H -2.3130 0.7884 2.8951 -0.70 -0.39 0.66



No. 2
31
Properties=species:S:1:pos:R:3:forces:R:3 method="wB97M-V/def2-TZVPD" homo_energy_ev=-7.836 charge=0
C -0.2329 0.5326 -2.3932 -1.91 0.75 1.40
C -0.3675 0.2754 -1.0952 0.71 -2.17 0.60
C 1.8596 1.5873 0.5852 4.01 -1.67 1.73
C 3.7780 -0.3408 0.4021 1.33 3.04 -1.49
C -1.8845 -2.1385 0.2437 -2.96 2.63 -4.81
C -3.5922 0.3026 -0.8675 3.51 1.18 -4.46
C -1.9065 0.9276 1.6104 0.03 -2.14 -4.48
C 1.5453 -0.7559 -0.1212 -3.26 0.44 -1.82
C 2.4945 0.3759 -0.1575 0.97 -1.61 1.56
O 1.7967 -1.9422 -0.7964 -1.32 0.34 -1.08
Si -1.9014 -0.1652 -0.0924 -0.39 0.49 0.90
H -0.9414 0.9733 -3.1088 -0.49 -0.34 0.65
H 0.6776 0.4789 -2.8351 3.08 -0.33 -1.29
H 1.1292 1.8095 -0.0978 -2.23 1.30 -0.88
H 2.6580 2.4252 0.7068 -1.63 -1.43 0.09
H 1.5070 1.0944 1.5440 0.11 1.47 -0.80
H 3.8673 -1.3109 0.0332 0.01 -1.60 -0.81
H 4.8085 0.1401 0.2268 -1.72 -0.21 0.26
H 3.5792 -0.3995 1.4065 0.10 -0.27 2.79
H -2.9646 -2.4818 0.1377 1.45 0.23 -0.02
H -1.2345 -2.5786 -0.5024 0.01 -0.43 0.14
H -1.6153 -2.2023 1.1831 1.73 -1.01 4.74
H -3.7946 -0.1958 -1.9141 0.70 1.05 1.74
H -4.3167 -0.0921 -0.2975 -2.88 -0.71 2.46
H -3.5439 1.4357 -1.0155 -0.68 -1.54 0.37
H -2.6945 0.6297 2.1570 -2.88 -1.49 2.14
H -1.0524 0.7153 2.1110 2.77 -0.02 1.65
H -2.1343 1.9115 1.3969 0.31 2.30 -0.63
H 1.1167 -1.0987 0.7818 -0.59 0.79 1.53
H 2.6410 0.5878 -1.1573 0.41 0.71 -2.29
H 0.8749 -2.3187 -0.9014 1.72 0.25 0.10